# 1
Formula: C8H10NO4S
Source: the Open Molecules 2025 dataset
Level of theory: ωB97M-V/def2-TZVPD

The geometry in XYZ format:
```
24
C8H10NO4S ωB97M-V/def2-TZVPD
C -0.6948 0.3943 -0.2381
C 0.7528 0.3085 -0.3804
C 0.1036 -0.3398 1.5889
C -1.6510 0.7541 -1.1437
C 1.5539 0.3484 -1.4490
C 0.2562 -0.7260 3.0550
C -3.0266 0.6681 -0.6268
C 3.0187 0.2402 -1.5064
N -1.0149 -0.0777 1.0497
O 0.1514 2.0238 -3.5232
O 0.0245 -0.4480 -3.7876
O 2.0925 0.7828 -4.2556
O 1.2245 -0.1099 0.8937
S 0.8434 0.7454 -3.5625
H -1.2420 1.2857 -2.0236
H -0.3981 -1.4972 3.2160
H 0.0969 0.1878 3.6033
H 1.2982 -0.9609 2.9569
H -3.5616 1.4947 -1.0876
H -2.9864 0.6356 0.5513
H -3.3704 -0.2276 -0.9555
H 3.6541 1.1762 -1.4288
H 3.5199 -0.2225 -0.7081
H 3.1387 -0.2990 -2.4695
```

ΔE to the lowest compared entry with this formula, charge and spin ... 2.095 eV
Net charge ... -1
Lowest unoccupied orbital energy ... 3.23 eV
Highest occupied orbital energy ... -4.063 eV
Orbital gap ... 7.292 eV

***

# 2
Formula: C35H85O25P5
Source: the Open Molecules 2025 dataset
Level of theory: ωB97M-V/def2-TZVPD

The geometry in XYZ format:
```
150
C35H85O25P5 ωB97M-V/def2-TZVPD
C -0.5779 1.8070 -0.6762
O 0.6938 1.1172 -0.5918
P 0.7182 -0.4060 -0.0645
O -0.2861 -0.6695 1.0304
O 0.6533 -1.2745 -1.3910
C 0.1169 -2.5567 -1.3472
O 2.3170 -0.5719 0.3989
C 2.8109 -1.8243 1.0191
H -0.6718 2.3244 -1.6309
H -0.5457 2.5829 0.0887
H -1.3988 1.1002 -0.5551
H 0.0950 -3.1053 -2.2889
H -0.8948 -2.4647 -0.9522
H 0.7277 -3.1299 -0.6498
H 2.4857 -2.8080 0.6804
H 2.7070 -1.7684 2.1027
H 3.8843 -1.7099 0.8676
C 5.2471 -0.3342 -10.0806
O 5.9742 -1.4446 -9.7648
P 6.0924 -1.8965 -8.2120
O 6.3260 -0.7639 -7.2788
O 7.2786 -2.9905 -8.2639
C 8.5550 -2.5095 -8.6808
O 4.8039 -2.8423 -7.9496
C 4.3677 -3.1142 -6.6233
H 4.4433 -0.6097 -10.7633
H 5.8733 0.3452 -10.6590
H 4.8777 0.3445 -9.3119
H 8.7744 -2.9353 -9.6599
H 9.3312 -3.0585 -8.1478
H 8.7701 -1.4470 -8.5665
H 4.5349 -2.3641 -5.8504
H 4.6716 -4.1302 -6.3710
H 3.2878 -3.2513 -6.6790
C -3.9749 3.8261 8.9032
O -4.2304 2.4349 8.4868
P -5.4058 1.9715 7.5351
O -6.1732 3.1121 7.0013
O -6.1392 0.8157 8.3962
C -7.0345 -0.0623 7.6800
O -4.5760 1.2144 6.3906
C -3.5140 1.9095 5.8264
H -4.6995 4.5899 8.6210
H -3.0249 4.1181 8.4556
H -3.8599 3.9640 9.9783
H -6.5318 -0.5138 6.8247
H -7.8449 0.5522 7.2880
H -7.4539 -0.7195 8.4418
H -2.5007 1.6504 6.1333
H -3.7384 2.9475 5.5809
H -3.6251 1.4996 4.8226
C -0.1274 -8.5030 -6.7210
O -0.7789 -7.6491 -5.6559
P -2.2944 -7.9165 -5.1106
O -2.6462 -7.3565 -3.7316
O -3.1994 -7.2168 -6.2781
C -4.5208 -7.4237 -6.5132
O -2.4149 -9.5355 -5.3154
C -3.2881 -10.2782 -4.4160
H -0.6812 -9.3906 -7.0270
H 0.7955 -8.8197 -6.2353
H 0.1964 -7.8047 -7.4929
H -5.1698 -6.5505 -6.5794
H -5.0160 -7.8736 -5.6527
H -4.7508 -7.8850 -7.4737
H -4.0254 -10.9554 -4.8472
H -3.7088 -9.6110 -3.6637
H -2.5599 -10.7917 -3.7883
C 1.6072 -7.0350 8.4265
O 0.6002 -6.6467 7.5568
P 0.3626 -5.0644 7.2859
O 1.6606 -4.3470 7.2663
O -0.4767 -5.1792 5.8444
C -0.3803 -4.1115 4.9559
O -0.7018 -4.6285 8.4322
C -1.8860 -3.8662 8.1129
H 2.4952 -7.4474 7.9475
H 1.2924 -7.8920 9.0220
H 1.9189 -6.2145 9.0729
H 0.4040 -3.3765 5.1375
H -1.3087 -3.5460 4.8767
H -0.1247 -4.5236 3.9798
H -1.7302 -2.8379 7.7866
H -2.4928 -3.8139 9.0169
H -2.4552 -4.4104 7.3593
C 2.7509 6.9035 -2.6557
C 2.1490 5.9907 -3.7316
C 0.8224 6.6669 -4.1349
O 0.3819 7.2100 -2.9171
C 1.4277 7.1052 -1.8692
H 3.0722 7.8931 -2.9804
H 3.6433 6.4781 -2.1965
H 1.9241 5.0415 -3.2453
H 2.6947 5.8126 -4.6582
H 0.1764 5.8846 -4.5334
H 1.1077 7.4062 -4.8833
H 1.0643 6.2748 -1.2639
H 1.5171 8.0655 -1.3612
C 9.6688 -0.7197 4.7844
C 9.4377 -0.4856 6.2309
C 8.0007 -0.7368 6.4524
O 7.4660 -0.2632 5.2304
C 8.2672 -0.9226 4.1989
H 10.3495 -1.5331 4.5331
H 10.1285 0.1932 4.4056
H 9.6539 0.5670 6.4137
H 10.0985 -1.0892 6.8530
H 7.4711 -0.2319 7.2602
H 7.7986 -1.7835 6.6799
H 8.0326 -0.4257 3.2576
H 7.8620 -1.9206 4.0316
C 2.8473 4.2772 3.5633
C 1.7419 5.4177 3.7204
C 2.5655 6.6621 3.6248
O 3.4689 6.3597 2.5956
C 3.8693 5.0316 2.6804
H 2.5915 3.3353 3.0780
H 3.2227 4.0041 4.5495
H 1.2035 5.3620 4.6665
H 1.0506 5.3353 2.8818
H 3.0181 6.9005 4.5873
H 1.9348 7.5372 3.4686
H 4.9172 4.8500 2.9193
H 3.8182 4.6520 1.6599
C -5.7094 7.6782 -2.7719
C -5.6669 6.6823 -1.6832
C -6.7955 7.1221 -0.7879
O -6.9474 8.5518 -0.9441
C -6.7215 8.7219 -2.3892
H -5.8061 7.1877 -3.7405
H -4.7102 8.1100 -2.8280
H -4.7412 6.7517 -1.1120
H -5.7795 5.6308 -1.9473
H -6.6617 6.8203 0.2509
H -7.6689 6.5692 -1.1338
H -6.3965 9.7220 -2.6760
H -7.6940 8.4326 -2.7876
C -7.0554 -0.2691 -4.2464
C -5.9230 -0.9559 -4.8144
C -4.7199 -0.4646 -3.8786
O -5.2775 0.5956 -3.1473
C -6.4610 1.0443 -3.8509
H -7.5700 -0.6770 -3.3764
H -7.7633 -0.0513 -5.0461
H -5.8890 -0.5802 -5.8370
H -5.9650 -2.0445 -4.7789
H -3.8574 -0.2934 -4.5228
H -4.4333 -1.1515 -3.0823
H -6.1933 1.6932 -4.6848
H -7.1206 1.6202 -3.2018
```

SMILES ... COP(=O)(OC)OC.COP(=O)(OC)OC.COP(=O)(OC)OC.COP(=O)(OC)OC.COP(=O)(OC)OC.C1CCOC1.C1CCOC1.C1CCOC1.C1CCOC1.C1CCOC1
ΔE to the lowest compared entry with this formula, charge and spin ... 1.746 eV
Lowest unoccupied orbital energy ... 0.35 eV
Highest occupied orbital energy ... -9.416 eV
Orbital gap ... 9.761 eV

***

# 3
Formula: C2H7N3S
Source: the Open Molecules 2025 dataset
Level of theory: ωB97M-V/def2-TZVPD

The geometry in XYZ format:
```
13
C2H7N3S ωB97M-V/def2-TZVPD
H 0.1510 -1.7481 -0.3487
N -0.5480 -1.1995 0.0880
C -0.4042 0.0569 -0.2008
N -1.2989 0.9639 0.2918
N -2.4430 0.5755 1.0269
S 0.9109 0.7949 -1.1482
C 2.3081 -0.1713 -0.5974
H -1.1118 1.9888 0.2512
H -2.2190 -0.1273 1.7411
H -3.0723 0.1392 0.3533
H 2.3492 -1.1065 -1.2162
H 2.1029 -0.5235 0.4395
H 3.2752 0.3569 -0.6804
```

SMILES ... [H]/N=C(/NN)SC
ΔE to the lowest compared entry with this formula, charge and spin ... 0.908 eV
Lowest unoccupied orbital energy ... 0.80 eV
Highest occupied orbital energy ... -9.071 eV
Orbital gap ... 9.871 eV

***

# 4
Formula: C5H8NO2P
Source: the Open Molecules 2025 dataset
Level of theory: ωB97M-V/def2-TZVPD

The geometry in XYZ format:
```
17
C5H8NO2P ωB97M-V/def2-TZVPD
C 2.9629 0.8303 -0.7345
C 2.1500 -0.2026 -0.0028
O 2.5211 -0.8480 0.9381
O 0.9201 -0.3421 -0.5178
P -0.0550 -1.5153 0.2130
C -1.3620 -0.1289 1.4078
C -2.3097 0.2885 0.3163
C -2.2044 -0.6645 -0.8485
N -1.2387 -1.4555 -1.0018
H 2.3313 1.4044 -1.4037
H 3.4542 1.4844 -0.0178
H 3.7340 0.3199 -1.3099
H -0.7373 0.6357 1.8454
H -1.7961 -0.7751 2.1608
H -2.0342 1.2696 -0.0866
H -3.3492 0.3478 0.6452
H -2.9870 -0.6486 -1.6033
```

SMILES ... CC(=O)OP1CCC=N1
ΔE to the lowest compared entry with this formula, charge and spin ... 0.000 eV
Lowest unoccupied orbital energy ... 0.78 eV
Highest occupied orbital energy ... -8.777 eV
Orbital gap ... 9.559 eV

***

# 5
Formula: C3H5N3
Source: the Open Molecules 2025 dataset
Level of theory: ωB97M-V/def2-TZVPD

The geometry in XYZ format:
```
11
C3H5N3 ωB97M-V/def2-TZVPD
N -1.9932 -0.3527 0.2915
C -0.6328 -0.1363 0.0525
C 0.1293 1.0632 0.0392
C 1.4339 0.6272 -0.0383
N 1.3942 -0.7190 -0.0840
N 0.1415 -1.2060 -0.0538
H -2.6374 0.1826 -0.2749
H -2.1624 -1.3461 0.1891
H -0.2022 2.0916 0.0880
H 2.3733 1.1621 -0.0212
H 2.1560 -1.3666 -0.1880
```

SMILES ... Nc1cc[nH]n1
ΔE to the lowest compared entry with this formula, charge and spin ... 0.483 eV
Lowest unoccupied orbital energy ... 1.14 eV
Highest occupied orbital energy ... -8.341 eV
Orbital gap ... 9.478 eV

***

# 6
Formula: C3H4DyO3
Source: the Open Molecules 2025 dataset
Level of theory: ωB97M-V/def2-TZVPD

The geometry in XYZ format:
```
11
C3H4DyO3 ωB97M-V/def2-TZVPD
O 0.4603 -0.4899 -2.0691
C -0.2362 0.6009 -1.8895
O 0.6052 1.5803 -1.6816
O -1.3899 0.5650 -1.3396
C -0.5112 0.1710 1.1853
C -0.3350 -1.1441 1.3107
H -1.0801 1.0926 1.1230
H -0.8392 -1.8328 0.6298
H 0.4704 -1.6235 1.8712
Dy 2.1845 0.2070 -0.6170
H 0.6714 0.8737 1.4768
```

ΔE to the lowest compared entry with this formula, charge and spin ... 1.297 eV
Net charge ... +1
Spin multiplicity ... 6
Lowest unoccupied orbital energy (alpha / beta) ... -7.39 / -5.57 eV
Highest occupied orbital energy (alpha / beta) ... -13.744 / -14.027 eV
Orbital gap (alpha / beta) ... 6.359 / 8.458 eV
⟨S²⟩ ... 9.777

***

> The lowest ΔE to the lowest compared entry with this formula, charge and spin belongs to which entry?

C5H8NO2P